Record 1
C26H40Br2ClFIKMgN3O5P as an isolated structure. Source: the Open Molecules 2025 dataset; level of theory: ωB97M-V/def2-TZVPD.

```
82
Properties=species:S:1:pos:R:3:forces:R:3
C 0.164892 6.256078 0.585437 0.35 -1.09 0.61
C 0.505363 4.764793 0.190422 0.86 -2.96 0.14
C -0.265016 3.929049 -0.889597 3.28 -1.32 1.87
C 0.124670 2.414975 -1.188112 2.05 1.23 3.25
C 1.290291 1.692573 -0.386947 -2.68 5.52 0.20
C 2.047112 2.591782 0.697866 -1.11 -0.17 -0.64
C 3.179366 1.881656 1.508814 -5.10 -0.91 1.50
C 2.413048 1.018756 2.619258 -0.06 0.06 -0.28
C 2.112767 -0.389786 2.331787 -0.80 1.94 3.10
C 1.358706 -1.184022 3.357351 0.85 2.71 0.49
C 0.904840 -0.558745 4.646098 0.03 2.20 -3.05
P -0.082038 -1.623276 5.870710 0.34 -0.41 1.68
O -1.269911 -0.621757 6.617651 1.22 5.92 -7.93
I -1.455547 -3.122299 4.397588 -0.40 0.06 -0.49
C 1.264717 0.891091 4.917184 0.15 0.26 -0.20
C 0.870984 1.619534 6.174526 1.44 2.40 -1.25
C 1.229743 3.029068 6.350835 -0.34 -2.01 -0.59
N 1.974927 3.754329 5.377845 -0.68 -3.01 -0.90
C 2.361490 3.117234 4.215078 -0.32 -1.10 -0.09
C 2.038101 1.715336 3.890995 -0.65 -1.19 1.00
C 1.688816 4.092796 0.997960 -3.12 -2.30 -3.22
H -0.928930 6.489993 0.492353 1.17 -0.17 -0.32
H 0.842309 6.969755 0.046977 -0.92 -0.56 0.29
H 0.407641 6.351679 1.689644 -0.24 -0.09 -1.28
H -1.115128 4.416233 -1.437413 1.11 -0.65 0.53
H -0.459977 1.869555 -1.975378 0.77 0.59 0.80
H 1.536212 0.619336 -0.571716 -0.03 1.29 0.19
H 3.882439 2.601023 1.984200 -1.03 -0.66 -0.51
H 3.743238 1.110440 0.852535 -2.22 1.02 1.70
H 2.439298 -0.815081 1.349871 -0.34 0.33 1.17
H 1.156463 -2.255668 3.106356 -0.04 1.19 0.54
H -1.449209 0.160514 5.987268 -0.31 -0.16 0.24
H 0.308238 1.124955 7.001927 0.59 0.47 -0.90
H 0.934561 3.617136 7.255500 0.37 -0.76 -1.01
H 2.213246 4.740949 5.517787 -0.11 -0.74 0.00
H 2.957540 3.712282 3.484765 -0.48 -0.57 0.96
H 2.231869 4.697811 1.760277 -0.42 -0.73 -0.94
C -3.398440 -6.435391 2.700294 0.23 0.02 0.14
C -3.035797 -7.778517 2.115134 0.25 -0.89 -0.39
O -3.137116 -8.008945 0.921163 -0.25 0.41 0.05
N -2.588900 -8.732430 2.968119 -0.28 0.59 -0.10
C -2.406251 -8.634534 4.404419 0.17 -0.50 -0.12
H -3.737075 -5.772543 1.904145 0.88 -0.43 -0.25
H -4.208527 -6.553096 3.428161 0.49 -0.18 0.35
H -2.525513 -5.984066 3.176432 -0.20 0.11 0.15
H -2.364722 -9.605733 2.512425 0.01 0.08 0.04
H -1.358712 -8.834537 4.635751 -0.09 0.12 0.22
H -3.026506 -9.393244 4.885929 0.07 0.13 0.18
H -2.675886 -7.654850 4.790024 0.05 -0.03 -0.08
C -2.199778 -0.708732 -4.713787 0.02 0.27 0.03
O -1.023487 0.034547 -4.447122 -0.17 -0.40 0.29
C 0.182379 -0.731065 -4.523398 0.53 0.35 -0.19
C 0.971326 -0.401176 -5.786920 -0.54 -0.16 -0.11
N 0.304675 -0.900032 -6.982442 0.00 -0.13 0.31
C 0.799268 -0.322659 -8.246862 -0.10 0.29 0.04
C 0.791309 1.199412 -8.415226 0.25 -0.30 -0.43
O -0.510651 1.777670 -8.542162 -0.06 0.06 0.61
C -1.219647 1.919806 -7.333044 -0.02 0.04 -0.69
H -3.052820 -0.122382 -4.367089 0.08 0.04 -0.01
H -2.327282 -0.880768 -5.784229 -0.05 -0.17 0.00
H -2.199229 -1.665367 -4.181576 0.03 -0.03 -0.06
H -0.005663 -1.806179 -4.431194 -0.18 0.05 -0.13
H 0.788535 -0.431753 -3.660744 0.01 -0.02 0.03
H 1.968023 -0.848241 -5.718404 0.02 0.02 0.02
H 1.087936 0.687868 -5.816680 0.16 0.06 0.13
H -0.685212 -0.706887 -6.916741 0.08 0.09 0.00
H 0.181579 -0.747796 -9.041664 0.12 0.04 -0.04
H 1.820757 -0.686181 -8.407499 -0.07 0.13 -0.02
H 1.304777 1.414922 -9.371830 0.04 0.06 -0.43
H 1.372492 1.719534 -7.643111 -0.17 0.02 0.25
H -0.567490 2.189604 -6.496022 0.02 -0.12 0.07
H -1.776529 1.004245 -7.113152 -0.05 -0.03 0.36
H -1.956198 2.717857 -7.463875 0.03 0.02 -0.04
O -2.825127 2.031560 5.612567 -0.03 0.24 0.04
H -2.702423 2.913511 5.242930 0.01 -0.11 -0.02
H -3.416338 2.171544 6.362105 0.06 -0.15 -0.02
Cl 5.619281 1.752731 2.659301 1.37 -0.35 1.19
Mg 2.269573 3.857876 -1.273256 1.01 -0.45 -0.73
Br -1.067394 -2.139466 7.968058 0.19 -6.48 6.61
Br 5.189944 1.812887 0.113631 3.99 1.47 -4.06
K -5.742961 -5.105491 2.432227 -1.11 0.71 -0.04
F 1.932685 1.706411 -10.982489 0.04 -0.09 0.19
```
Forces are in eV/Å.

HOMO, eV: -4.91
Frontier orbital gap, eV: 2.02

Löwdin population analysis, charges in e, atoms 1 to 8: -0.07, -0.26, -0.04, -0.04, -0.01, -0.23, -0.56, -0.13

---

Record 2
C26H40Cl3N4O3SiTl as an isolated structure. Source: the Open Molecules 2025 dataset; level of theory: ωB97M-V/def2-TZVPD.

```
78
Properties=species:S:1:pos:R:3:forces:R:3
C -1.755782 -2.248640 -3.923321 -0.22 -0.15 -0.15
C -1.018820 -2.825536 -2.725634 -1.12 3.48 1.52
H -2.216881 -3.056190 -4.511583 0.05 0.28 0.19
H -1.105401 -1.677167 -4.601924 -0.04 -0.19 0.32
H -2.556536 -1.582043 -3.561671 0.32 -0.21 -0.30
C -0.738083 -4.184888 -2.607027 0.36 -1.91 0.28
C -0.615549 -5.111656 -3.751672 0.40 -0.51 -0.65
H -0.759619 -4.621042 -1.612646 0.25 0.06 -0.09
H -0.009478 -4.699808 -4.576277 -0.28 0.05 0.20
H -1.578231 -5.423795 -4.193172 0.11 0.19 0.14
H -0.113705 -6.041982 -3.457436 -0.14 0.18 0.07
Tl -0.611760 2.119203 0.895478 -0.06 1.21 1.05
Cl -3.067205 1.946514 0.614481 -1.33 -0.31 -0.07
Cl 1.579519 3.328626 0.758638 0.99 0.32 -0.29
H 0.813707 5.322978 4.386223 -0.07 -0.10 -0.14
H -1.239993 7.217388 3.782550 -0.04 -0.02 -0.28
C 0.694880 5.189384 3.301792 0.30 -0.02 -0.10
C -1.141776 6.752841 2.787587 -0.07 -0.08 0.17
N -0.692265 5.372356 2.906088 -0.67 -0.21 0.42
H 1.064345 4.211995 2.975985 -0.19 0.39 0.29
C -1.578211 4.364894 3.098801 1.04 -1.04 -0.16
O -1.208115 3.181102 3.281184 -0.95 1.83 0.14
H -2.102036 6.792091 2.257067 0.28 0.05 0.18
H -2.646936 4.680466 3.024386 0.53 -0.35 -0.03
H 1.276737 5.961911 2.795944 0.08 -0.17 0.03
H -0.383917 7.312292 2.227145 -0.30 -0.10 0.02
H 2.436098 -1.050475 -2.608242 0.04 0.14 0.17
H 1.884637 -3.377838 -1.862000 0.15 -0.01 0.13
C 3.087989 -0.836382 -1.757073 -0.09 0.05 0.03
C 2.837811 -3.275840 -1.331061 -0.01 0.42 0.19
N 2.946860 -1.919565 -0.791998 0.96 -0.08 0.72
H 2.797386 0.108305 -1.282078 0.13 -0.24 -0.23
C 3.508631 -1.721105 0.458013 -0.12 0.70 -0.63
O 3.840115 -0.621735 0.895567 -0.40 -1.35 -0.34
H 2.863448 -3.978250 -0.492627 0.01 -0.03 -0.23
H 3.618261 -2.676995 1.024620 -0.10 0.44 -0.04
H 4.133857 -0.773077 -2.100858 -0.27 0.08 0.07
H 3.659185 -3.483886 -2.025332 -0.02 -0.07 0.09
O -0.070199 -1.814029 -2.160080 0.52 -0.98 0.07
C -1.200815 -2.032772 -1.364820 -0.27 -0.77 -1.47
C 0.151348 -2.883014 0.589408 0.16 0.26 -0.58
C -1.083016 -2.738423 -0.057171 -0.38 -0.44 1.57
H 1.020227 -2.411455 0.127228 -0.35 -0.20 0.14
C 0.300086 -3.594330 1.775237 -0.49 -0.26 0.30
H -1.865685 -1.173764 -1.405835 -0.35 -0.22 0.14
C -2.219898 -3.270024 0.626136 0.35 0.41 -0.71
H 1.296250 -3.714925 2.219037 -0.43 0.09 -0.15
C -0.824856 -4.162101 2.393759 0.23 -0.01 -0.26
C -2.091602 -3.981527 1.821869 0.05 0.04 0.10
H -3.214465 -3.110643 0.194594 0.34 -0.14 0.13
H -0.704510 -4.760685 3.302823 -0.10 0.30 -0.30
H -2.985095 -4.397522 2.325646 0.62 0.31 -0.44
Si -0.483581 2.713349 -2.772922 0.14 0.73 1.12
Cl -0.106486 0.931171 -1.327534 -0.01 0.69 -2.75
C 1.207680 3.489000 -2.971268 0.20 -0.49 -0.22
C -1.591660 3.971428 -1.907454 -0.23 -0.17 0.32
C -1.304901 2.195649 -4.353766 0.10 -0.47 -0.20
H 1.748361 3.429419 -2.017910 -0.07 -0.07 -0.20
H 1.179379 4.548387 -3.258140 -0.33 -0.22 0.04
H 1.765728 2.961883 -3.755807 0.11 0.05 0.25
H -0.605358 1.660455 -5.005974 -0.22 -0.05 0.07
H -1.628361 3.102570 -4.891595 0.16 -0.17 0.31
H -2.196770 1.580582 -4.179286 0.22 0.08 -0.05
H -1.997693 3.596348 -0.949911 0.11 0.32 -0.52
H -2.464164 4.222534 -2.534105 0.29 -0.19 0.12
H -1.037539 4.906912 -1.722226 -0.08 -0.42 0.00
N 3.748495 -0.965665 4.836597 -2.52 0.23 -1.05
C 2.675874 -0.850581 4.379263 2.17 -0.31 0.91
C 1.339093 -0.705322 3.845622 0.09 -0.07 0.02
C 0.238491 -1.275076 4.494675 -0.08 -0.12 0.08
C -1.031403 -1.090481 3.964303 -0.09 -0.22 -0.05
C -1.166183 -0.314049 2.821417 0.07 0.31 0.02
N -0.111925 0.267491 2.229116 0.48 -1.28 0.57
C 1.133637 0.033668 2.685105 -0.67 0.43 -0.01
H 0.391552 -1.875304 5.394013 -0.05 0.24 -0.26
H -1.922453 -1.551990 4.402930 0.48 0.21 -0.10
H -2.146881 -0.101847 2.374098 0.42 -0.06 0.20
H 1.956139 0.490214 2.135005 -0.11 -0.06 0.13
```
Forces are in eV/Å.

HOMO (spin up / spin down), eV: -7.82 / -5.86
Frontier orbital gap (spin up / spin down), eV: 7.56 / 5.60

Löwdin population analysis, charges in e, atoms 1 to 8: 0.00, -0.38, 0.08, 0.09, 0.09, -0.07, -0.10, 0.11

---

Record 3
A 5-piece molecular cluster, C26H40ClF13N5O9 overall. Source: the Open Molecules 2025 dataset; level of theory: ωB97M-V/def2-TZVPD.

```
94
Properties=species:S:1:pos:R:3:forces:R:3
C -1.485438 -1.537083 -0.625170 0.08 -0.09 -0.01
C -1.124365 -0.261034 0.126437 -0.03 0.08 0.14
C -1.995946 0.921016 -0.241729 0.09 -0.02 -0.10
O -2.039617 1.820488 0.914029 0.03 -0.01 0.02
N -2.119803 3.130772 0.517765 0.03 -0.07 -0.21
C -3.313424 3.707900 0.441583 -0.22 0.11 -0.17
N -3.501806 4.963192 -0.015157 -0.17 -0.20 0.36
C -4.799290 5.168503 0.084845 -0.08 -0.09 -0.13
N -5.483601 4.121371 0.542932 0.56 0.11 0.06
C -6.929193 3.962071 0.706973 0.06 -0.01 -0.02
C -7.423015 3.653024 2.118054 -0.04 0.30 0.02
N -8.797525 4.145306 2.176663 -0.07 -0.24 -0.06
N -4.509019 3.160225 0.787362 -0.08 0.02 -0.04
Cl -4.921623 1.639903 1.344909 -0.04 0.02 -0.02
C -0.898705 3.919905 0.381598 -0.12 -0.03 0.00
F -0.872396 4.807543 1.438421 0.03 0.10 0.15
C 0.343026 3.069957 0.413800 0.39 0.13 -0.08
C 1.574543 3.931702 0.101090 -0.10 -0.01 -0.06
H -1.024806 -1.583935 -1.611817 -0.10 0.11 -0.07
H -1.132994 -2.401450 -0.069254 0.03 -0.02 0.03
H -2.566178 -1.642067 -0.738171 0.00 0.00 -0.02
H -0.080809 0.005162 -0.047178 0.05 -0.07 0.07
H -1.225644 -0.425082 1.201298 -0.06 -0.05 -0.01
H -3.016783 0.603835 -0.473821 -0.03 0.06 0.07
H -1.604548 1.491677 -1.083820 -0.03 -0.07 -0.10
H -5.298638 6.082371 -0.199149 -0.02 0.00 0.03
H -7.295239 3.244753 -0.029347 0.05 -0.05 0.02
H -7.314454 4.946221 0.443692 -0.08 0.00 -0.07
H -6.825995 4.227837 2.830142 0.02 -0.06 0.02
H -7.316484 2.595006 2.358726 0.03 -0.06 -0.04
H -9.235529 3.870344 3.048459 0.06 0.13 0.05
H -9.357324 3.710366 1.448916 -0.01 0.01 0.02
H -0.984866 4.519400 -0.524158 0.00 0.00 -0.04
H 0.432494 2.612875 1.398841 -0.14 0.01 0.02
H 0.276347 2.269484 -0.320090 -0.09 -0.04 -0.01
H 1.446419 4.954465 0.452745 0.04 -0.02 0.09
H 1.756918 3.965661 -0.972734 -0.01 0.04 -0.01
H 2.461279 3.522936 0.579006 0.02 -0.03 -0.02
C 0.624832 4.784681 -6.165702 0.05 -0.03 0.02
C -0.024992 3.457038 -6.475393 -0.09 0.05 -0.05
O 0.758347 2.359148 -5.936055 0.01 -0.01 0.06
C 0.588442 2.073571 -4.664468 0.01 0.00 -0.07
O -0.155197 2.600076 -3.884119 0.03 -0.05 0.11
C 1.489198 0.868892 -4.297134 -0.05 0.06 -0.06
F 2.719691 1.022140 -4.779206 0.02 -0.06 0.02
F 0.959077 -0.247357 -4.817896 0.04 -0.05 0.00
F 1.569244 0.710911 -2.977419 -0.07 0.06 0.07
H 1.645675 4.808519 -6.545438 -0.01 0.01 -0.01
H 0.060494 5.583030 -6.647089 0.00 0.01 0.00
H 0.642239 4.974663 -5.093230 -0.02 0.00 0.00
H -0.051938 3.257939 -7.543121 0.02 -0.01 0.01
H -1.034305 3.389449 -6.072231 0.02 0.00 0.02
C -0.820110 -3.263538 5.687950 0.00 -0.07 -0.07
C 0.488877 -2.739505 5.144992 -0.08 0.16 0.16
O 0.963257 -3.555113 4.042807 0.01 0.00 -0.05
C 0.429324 -3.321170 2.864869 0.02 -0.08 -0.08
O -0.403720 -2.506788 2.578002 0.03 0.01 0.05
C 1.073570 -4.244575 1.799646 -0.09 0.15 0.07
F 1.202796 -5.494492 2.231451 0.00 -0.04 0.01
F 2.288126 -3.771905 1.487091 0.02 -0.02 -0.03
F 0.328572 -4.249014 0.694834 0.05 -0.04 -0.02
H -0.717286 -4.306173 5.987447 0.00 0.01 0.03
H -1.104248 -2.681262 6.564289 0.00 0.00 0.01
H -1.615556 -3.185918 4.947761 0.01 0.02 0.00
H 1.275357 -2.801319 5.889991 0.05 -0.06 -0.08
H 0.403773 -1.708904 4.801935 -0.02 -0.03 -0.05
C 7.082952 -1.940747 6.968376 -0.02 -0.04 0.04
C 5.767001 -2.106556 6.245437 0.04 0.06 -0.08
O 4.835226 -2.888124 7.036468 -0.03 0.01 0.04
C 4.183037 -2.235352 7.982088 -0.03 -0.05 0.05
O 4.236950 -1.070154 8.243638 0.02 -0.03 -0.04
C 3.241349 -3.211480 8.729548 0.06 0.11 -0.11
F 3.845819 -4.361809 9.014007 -0.02 -0.03 0.04
F 2.178070 -3.481016 7.942451 0.00 -0.04 0.05
F 2.796126 -2.665521 9.850334 -0.02 -0.01 0.03
H 7.504959 -2.912923 7.221360 0.01 0.00 -0.02
H 7.787169 -1.416337 6.322679 0.01 0.00 0.00
H 6.958169 -1.360607 7.881479 -0.01 0.01 -0.01
H 5.877816 -2.678884 5.327869 0.00 -0.02 0.02
H 5.305916 -1.146194 6.018184 0.00 0.00 0.02
C 0.833371 -3.835460 -5.809232 -0.02 -0.08 -0.06
C 2.252888 -3.437745 -6.142911 -0.02 0.15 0.13
O 2.864967 -4.393939 -7.037703 0.00 0.00 -0.07
C 2.574152 -4.247955 -8.321157 0.04 -0.06 -0.04
O 1.873364 -3.417038 -8.818644 0.00 -0.01 0.04
C 3.324182 -5.316907 -9.153331 -0.04 0.09 0.05
F 3.219580 -6.527601 -8.600489 0.00 -0.02 0.00
F 4.623519 -4.996665 -9.221444 0.01 -0.02 0.00
F 2.835906 -5.368545 -10.385196 0.01 -0.01 -0.02
H 0.807293 -4.838811 -5.384265 0.00 0.02 0.03
H 0.419817 -3.137804 -5.080557 0.01 0.01 0.01
H 0.204410 -3.816892 -6.698305 0.01 0.03 0.00
H 2.888708 -3.445987 -5.260677 0.02 -0.05 -0.02
H 2.297774 -2.450596 -6.601262 -0.01 -0.02 -0.03
```
Forces are in eV/Å.

HOMO, eV: -12.43
Total charge: +1
Frontier orbital gap, eV: 9.32

Löwdin population analysis, charges in e, atoms 1 to 8: -0.08, -0.22, -0.17, -0.11, -0.01, -0.28, 0.20, -0.06

---

no.,maximum force (eV Å⁻¹),calculated total energy (hartree)
1,9.97,-8701.638324
2,3.96,-3301.998980
3,0.57,-3723.839804